# CH2F3NO

One molecule with the formula CH2F3NO in a non-equilibrium geometry (ωB97M-V with the def2-TZVPD basis set, the OMol25 dataset).

Structure (XYZ):
```
8
Properties=species:S:1:pos:R:3
N -0.083 0.230 -0.130
C 0.941 1.177 0.216
F 2.160 0.686 0.281
F 0.703 1.622 1.410
O 0.834 2.122 -0.810
F 1.411 3.507 -0.508
H -0.321 -0.024 -1.069
H -0.730 0.188 0.622
```

structure (SMILES)	NC(F)(F)OF
2S+1	1
DFT total energy	-12755.830	eV
total charge	0
relative energy (zero: lowest compared OMol25 entry of this formula, charge and spin)	47.4	kcal per mole
highest occupied orbital energy	-11.01	eV
maximum force	2.85	eV Å⁻¹
molecular weight	101.03	g/mol